Entry 1:
A 7-piece molecular cluster, C36H73N8O8 overall. Source: the Open Molecules 2025 dataset; level of theory: ωB97M-V/def2-TZVPD.

```
125
Properties=species:S:1:pos:R:3:lowdin_charge:R:1
O -2.76363 -2.80528 -1.94822 -0.088
C -1.51202 -2.71824 -1.99250 -0.710
O -0.69328 -3.15775 -1.14970 -0.078
C -0.93215 -1.95537 -3.20211 -0.164
N 0.13989 -2.68965 -3.86868 -0.077
C 1.47836 -2.45218 -3.36278 -0.242
C 2.06758 -1.03606 -3.55235 -0.183
C 2.57928 -0.37522 -2.25853 -0.188
C 4.10005 -0.52623 -2.02156 -0.189
C 4.84696 0.80063 -1.72571 -0.187
C 5.55849 0.82169 -0.35675 -0.196
C 5.37019 2.10154 0.47231 -0.203
C 5.32711 3.40252 -0.33477 -0.223
C 5.54054 4.63752 0.53550 -0.197
C 4.32943 4.92792 1.44613 -0.198
C 3.65882 6.28193 1.24035 -0.184
C 3.27529 6.64381 -0.19725 -0.152
N 2.72613 5.55054 -0.97483 -0.118
C 1.78161 4.64130 -0.55093 -0.081
C 1.52591 3.76614 -1.58365 -0.091
C 2.34390 4.15436 -2.67510 -0.115
C 3.07481 5.24752 -2.27278 -0.138
H -1.74831 -1.79824 -3.90570 0.101
H -0.61250 -0.96169 -2.85465 0.107
H 0.09578 -2.61064 -4.87326 0.088
H 2.13863 -3.15097 -3.89051 0.104
H 1.49270 -2.76367 -2.32081 0.076
H 2.91596 -1.08857 -4.23921 0.089
H 1.30975 -0.39753 -4.01177 0.095
H 2.28791 0.67720 -2.23702 0.084
H 2.06306 -0.85597 -1.42480 0.105
H 4.54653 -1.00520 -2.89497 0.097
H 4.22001 -1.22137 -1.19218 0.077
H 5.60643 0.92634 -2.49979 0.101
H 4.13224 1.61539 -1.81369 0.079
H 6.62748 0.62903 -0.46937 0.102
H 5.15518 -0.00607 0.22888 0.098
H 6.16623 2.19791 1.21785 0.104
H 4.43761 2.01496 1.03654 0.111
H 6.03754 3.36710 -1.16613 0.118
H 4.34380 3.48546 -0.80203 0.077
H 5.79669 5.50582 -0.07705 0.099
H 6.41852 4.45621 1.16498 0.099
H 3.60716 4.11996 1.33947 0.091
H 4.65497 4.89752 2.48820 0.109
H 2.75009 6.28629 1.84789 0.092
H 4.30196 7.07916 1.61997 0.110
H 4.15107 7.00620 -0.73722 0.110
H 2.56853 7.47797 -0.16536 0.114
H 1.37086 4.69113 0.44105 0.093
H 0.82431 2.95040 -1.52748 0.101
H 2.38346 3.66830 -3.63761 0.102
H 3.81531 5.79864 -2.83042 0.114
C 0.39452 4.04941 5.00248 -0.013
C 0.18968 4.02559 3.50471 -0.541
O 0.98257 4.56389 2.74297 0.015
N -0.89882 3.37725 3.03557 0.021
C -1.92524 2.67275 3.78674 -0.070
H 1.30670 4.59967 5.21166 0.078
H -0.44138 4.54207 5.50027 0.081
H 0.49215 3.03713 5.39552 0.083
H -0.97838 3.39210 2.03003 0.145
H -1.95660 1.62638 3.48435 0.088
H -2.90508 3.10882 3.59593 0.076
H -1.72154 2.72244 4.85088 0.070
C -4.05318 -3.59291 2.65362 -0.007
C -3.48842 -4.97727 2.87115 -0.572
O -3.93788 -5.73271 3.73079 -0.010
N -2.47806 -5.35743 2.06387 0.010
C -1.84672 -4.60026 0.98170 -0.070
H -4.85907 -3.44091 3.36607 0.068
H -3.28864 -2.83193 2.80915 0.086
H -4.44161 -3.48736 1.64036 0.090
H -2.14446 -6.28920 2.25256 0.120
H -1.96124 -5.11677 0.03133 0.080
H -0.78359 -4.47722 1.17785 0.061
H -2.28854 -3.61896 0.87446 0.069
C -2.08048 6.86282 -4.09229 -0.016
C -0.90908 6.11503 -3.49199 -0.546
O -0.94116 4.92242 -3.26310 0.047
N 0.21706 6.82806 -3.20543 0.021
C 0.45822 8.24121 -3.39057 -0.085
H -2.88444 6.15227 -4.25662 0.079
H -2.43009 7.64544 -3.41728 0.079
H -1.80605 7.31571 -5.04615 0.079
H 0.96184 6.25700 -2.82326 0.094
H 1.29989 8.40216 -4.06864 0.080
H 0.69251 8.71989 -2.43657 0.077
H -0.41779 8.72558 -3.81066 0.066
C -4.23341 -9.48887 -1.76917 -0.014
C -5.25418 -9.59757 -0.65931 -0.559
O -6.24660 -10.30400 -0.76209 0.015
N -5.02497 -8.87320 0.46397 0.013
C -3.90708 -7.99323 0.75947 -0.075
H -4.55706 -10.12036 -2.59058 0.078
H -4.15051 -8.46054 -2.12222 0.088
H -3.25263 -9.82289 -1.42883 0.081
H -5.74075 -8.97720 1.16548 0.139
H -3.38718 -8.34832 1.65160 0.084
H -4.26168 -6.98289 0.95048 0.078
H -3.20987 -7.96764 -0.07154 0.073
C 3.82997 -5.58399 -1.27828 -0.011
C 2.91295 -4.58811 -0.60316 -0.543
O 3.11196 -3.38762 -0.64493 0.032
N 1.81338 -5.06851 0.02768 0.027
C 1.37825 -6.43889 0.16735 -0.084
H 4.64001 -5.03280 -1.74601 0.078
H 4.24743 -6.28475 -0.55326 0.076
H 3.29252 -6.14354 -2.04488 0.083
H 1.21367 -4.33884 0.38489 0.117
H 0.40968 -6.57622 -0.31914 0.081
H 1.27708 -6.70495 1.22276 0.078
H 2.09346 -7.11487 -0.29068 0.067
C -7.26991 0.87565 2.87927 -0.010
C -6.13236 0.74818 3.86541 -0.549
O -5.07852 1.34164 3.71274 0.030
N -6.32086 -0.06963 4.93575 0.007
C -7.48959 -0.86060 5.26761 -0.079
H -6.95917 1.55193 2.08966 0.083
H -7.51195 -0.09220 2.43928 0.086
H -8.16092 1.27773 3.36345 0.081
H -5.52328 -0.11884 5.54950 0.137
H -7.88632 -0.56591 6.24094 0.080
H -7.23411 -1.92075 5.30461 0.083
H -8.26477 -0.72008 4.52247 0.069
```

Summary:
LUMO   0.07833 hartree
Net charge   -1
Orbital gap   6.42 eV
2S+1   1


Entry 2:
C36H77ClGaO9P2 as an isolated structure. Source: the Open Molecules 2025 dataset; level of theory: ωB97M-V/def2-TZVPD.

```
126
Properties=species:S:1:pos:R:3:lowdin_charge:R:1
C 5.48424 -4.18196 0.45124 -0.132
O 4.83698 -3.14327 1.13562 -0.185
C 5.35184 -1.84717 0.84892 -0.245
C 4.22060 -0.86447 0.63827 -0.180
C 3.41199 -1.14234 -0.63543 -0.202
C 2.83191 0.12895 -1.25814 -0.210
C 2.04889 1.00348 -0.28072 -0.218
C 1.32668 2.15243 -0.99051 -0.209
C 0.09910 1.66431 -1.77821 -0.206
C -1.23223 2.28657 -1.35383 -0.221
C -1.61561 1.89844 0.07545 -0.197
C -1.98495 0.41027 0.18125 -0.278
C -3.30460 0.06841 0.85971 -0.309
C -3.39010 -1.42486 1.22317 -0.306
Ga -2.72174 -2.74895 -0.15803 0.264
C -3.28799 -4.66257 0.26118 -0.315
C -2.16591 -5.61822 0.66404 -0.391
C -1.58018 -5.28469 2.02744 -0.610
Cl -2.46383 -6.11243 3.37511 0.473
P -0.28094 -2.58730 -0.20572 0.662
P 0.38974 -3.72244 -1.88586 0.179
O -0.54867 -4.50498 -2.72247 -0.365
O 1.20286 -2.66115 -2.80179 -0.230
O 1.59996 -4.64371 -1.29194 -0.227
H 5.29703 -4.12922 -0.62850 0.081
H 5.08598 -5.12217 0.83009 0.085
H 6.56998 -4.17012 0.61627 0.081
H 5.97116 -1.88882 -0.05685 0.113
H 5.99149 -1.53403 1.68367 0.117
H 3.57002 -0.88447 1.51533 0.124
H 4.67085 0.12865 0.56258 0.087
H 2.60566 -1.85218 -0.44006 0.067
H 4.07734 -1.61209 -1.37002 0.108
H 3.64595 0.72491 -1.69148 0.110
H 2.16429 -0.15714 -2.07643 0.097
H 1.30349 0.37597 0.22094 0.100
H 2.71908 1.40323 0.48614 0.099
H 1.02953 2.90521 -0.25437 0.098
H 2.02421 2.65276 -1.67134 0.101
H 0.24706 1.83899 -2.84789 0.106
H 0.01603 0.57807 -1.66536 0.095
H -2.00430 1.91057 -2.03436 0.107
H -1.20274 3.37553 -1.47288 0.094
H -2.41003 2.55271 0.44949 0.097
H -0.75217 2.07482 0.72589 0.095
H -1.99787 -0.02488 -0.82275 0.073
H -1.19727 -0.11680 0.72229 0.055
H -3.39758 0.68751 1.76558 0.082
H -4.13850 0.34246 0.20101 0.100
H -4.44734 -1.68563 1.36800 0.037
H -2.90784 -1.56115 2.19317 0.026
H -3.19980 -2.34541 -1.63594 -0.059
H -3.77122 -5.04179 -0.64356 0.034
H -4.04981 -4.66612 1.05114 0.038
H -2.51100 -6.65850 0.69634 0.085
H -1.35260 -5.58254 -0.06642 0.072
H -1.66374 -4.22061 2.24251 0.041
H -0.54000 -5.58343 2.13205 0.058
H 0.25421 -3.50158 0.72903 -0.149
H 1.26635 -3.03638 -3.69449 0.035
H 2.22845 -4.83367 -1.99762 0.046
C -2.73692 0.23015 6.47974 -0.165
C -1.66631 1.18131 5.94692 -0.168
C -1.17133 0.43268 4.71273 -0.199
O -2.28831 -0.30225 4.22612 -0.152
C -3.34093 -0.29883 5.18418 -0.193
H -3.47560 0.71942 7.11383 0.108
H -2.27657 -0.58359 7.04519 0.110
H -2.12720 2.12726 5.65279 0.106
H -0.86957 1.39355 6.65979 0.106
H -0.36071 -0.26138 4.96246 0.118
H -0.82099 1.09777 3.92091 0.115
H -4.12761 0.37272 4.82426 0.097
H -3.74636 -1.30746 5.27396 0.123
C 6.95824 4.16052 1.13262 -0.171
C 7.73340 3.50920 -0.01146 -0.172
C 7.37634 2.03937 0.17713 -0.205
O 6.06014 2.01891 0.72344 -0.161
C 5.68127 3.32920 1.14549 -0.200
H 6.76466 5.22168 0.98097 0.109
H 7.50024 4.04076 2.07323 0.112
H 7.36003 3.86942 -0.97229 0.113
H 8.80732 3.68835 0.02837 0.108
H 8.06483 1.55132 0.87632 0.117
H 7.37561 1.47366 -0.75598 0.118
H 4.93910 3.73032 0.44716 0.119
H 5.22103 3.25671 2.13142 0.119
C -7.08519 2.68892 2.97931 -0.167
C -5.85466 3.54688 2.68992 -0.165
C -5.30717 3.77865 4.09269 -0.206
O -5.64427 2.61599 4.84950 -0.156
C -6.57686 1.81578 4.11839 -0.207
H -7.41420 2.10225 2.12288 0.113
H -7.91825 3.31202 3.31382 0.110
H -5.13647 2.98242 2.09190 0.107
H -6.08074 4.47726 2.16994 0.109
H -5.76780 4.65729 4.55951 0.113
H -4.22355 3.90512 4.11143 0.114
H -6.06044 0.93398 3.72500 0.110
H -7.36188 1.48489 4.79973 0.116
C -4.31956 5.83955 -3.58094 -0.171
C -3.19953 6.71940 -4.13181 -0.174
C -2.34566 6.93296 -2.88759 -0.213
O -2.48498 5.75483 -2.10029 -0.147
C -3.55685 4.95272 -2.60475 -0.205
H -4.84029 5.26474 -4.34566 0.110
H -5.05380 6.44995 -3.05028 0.111
H -2.63392 6.17744 -4.89250 0.113
H -3.54981 7.65539 -4.56612 0.107
H -2.69992 7.79723 -2.31307 0.114
H -1.28789 7.08070 -3.11186 0.115
H -3.14176 4.07378 -3.10718 0.112
H -4.16101 4.61045 -1.76415 0.120
C 2.40118 -6.17875 -6.35613 -0.167
C 3.76361 -5.60088 -5.97369 -0.169
C 3.37743 -4.21882 -5.45996 -0.194
O 2.07894 -4.36852 -4.88899 -0.184
C 1.50794 -5.63366 -5.24933 -0.185
H 2.38672 -7.26687 -6.40271 0.110
H 2.08648 -5.78894 -7.32676 0.112
H 4.21272 -6.19172 -5.17249 0.112
H 4.46936 -5.55575 -6.80259 0.108
H 3.33011 -3.49029 -6.27651 0.119
H 4.05287 -3.83456 -4.69419 0.120
H 1.50362 -6.28452 -4.37096 0.121
H 0.47428 -5.47045 -5.54793 0.125
```

Summary:
LUMO   0.08411 hartree
Net charge   -1
Orbital gap   6.77 eV
2S+1   1


Entry 3:
A 8-piece molecular cluster, C36H79N2O23PSi overall in a non-equilibrium geometry. Source: the Open Molecules 2025 dataset; level of theory: ωB97M-V/def2-TZVPD.

```
142
Properties=species:S:1:pos:R:3:lowdin_charge:R:1
C 3.00200 -2.32962 3.42405 -0.120
C 2.65284 -1.81658 1.97890 -0.230
C 3.43797 -0.47559 1.73866 -0.328
N 3.07730 0.17547 0.47707 -0.129
Si 4.20651 1.51002 0.08023 0.341
N 5.85601 0.77512 0.13623 -0.101
C 4.11310 2.77607 1.50401 -0.262
C 3.68016 4.23317 1.13563 -0.254
C 2.24488 4.35221 0.54792 -0.210
C 1.20006 3.34401 1.15371 -0.203
C 1.09482 3.30551 2.72219 -0.191
C 0.44881 1.90978 3.08382 -0.194
C -1.12504 1.94539 2.95351 -0.197
C -1.66936 0.69775 2.19253 -0.210
C -3.14479 0.86167 1.68978 -0.165
C -3.23662 1.35145 0.18825 -0.218
O -4.11625 0.47500 -0.51024 -0.203
C -5.01329 1.15649 -1.38058 -0.107
P 3.97861 2.28256 -1.98095 0.765
C 2.14702 2.13366 -2.44343 -0.318
O 4.31586 3.95667 -2.07131 -0.396
H 4.06736 -2.60405 3.53288 0.070
H 2.78418 -1.56047 4.19689 0.069
H 2.36190 -3.21006 3.62959 0.065
H 3.07639 -2.54466 1.25762 0.101
H 1.56054 -1.69591 1.87734 0.099
H 3.24482 0.15826 2.62962 0.096
H 4.51878 -0.76140 1.79850 0.105
H 3.07423 -0.48369 -0.29978 0.063
H 6.37952 1.26256 -0.59414 -0.003
H 6.26807 1.01828 1.03455 0.012
H 3.49437 2.32319 2.30983 0.052
H 5.13973 2.85441 1.93846 0.077
H 3.67685 4.81419 2.09072 0.097
H 4.45580 4.73055 0.51735 0.099
H 1.87122 5.37621 0.78597 0.094
H 2.18988 4.27082 -0.55399 0.070
H 0.20103 3.67954 0.78387 0.114
H 1.36711 2.34689 0.69454 0.075
H 2.05467 3.46916 3.25025 0.094
H 0.40248 4.09773 3.07796 0.101
H 0.79461 1.18205 2.31237 0.080
H 0.78462 1.52027 4.06267 0.105
H -1.52079 1.92071 3.99225 0.110
H -1.47710 2.89367 2.49777 0.106
H -1.66587 -0.15351 2.90672 0.110
H -1.04809 0.40102 1.32396 0.101
H -3.72127 1.56093 2.33693 0.110
H -3.66184 -0.11549 1.77556 0.106
H -2.22211 1.25127 -0.25214 0.116
H -3.57901 2.40222 0.22553 0.116
H -4.85902 2.24870 -1.44533 0.088
H -4.94318 0.77161 -2.42552 0.088
H -6.04566 0.91286 -1.05082 0.068
H 1.96222 2.63935 -3.41313 0.037
H 1.46225 2.45683 -1.63961 0.012
H 1.95529 1.05240 -2.63550 0.026
H 3.63977 4.37772 -2.60474 0.026
C -0.25952 -2.36681 -3.21654 -0.026
O 0.63612 -3.15193 -4.00526 -0.025
C 1.84932 -3.29711 -3.46231 -0.616
O 2.21091 -2.83646 -2.41631 0.128
O 2.58724 -4.04262 -4.28575 -0.013
C 3.91906 -4.28020 -3.82572 -0.027
H -1.20499 -2.31692 -3.75250 0.096
H -0.43166 -2.83512 -2.24792 0.103
H 0.12438 -1.35450 -3.09015 0.091
H 3.90870 -4.82231 -2.88061 0.100
H 4.46376 -3.34197 -3.72337 0.100
H 4.41590 -4.89302 -4.57446 0.097
C 1.19108 7.37875 2.90490 -0.043
O -0.22583 7.26313 2.78586 0.000
C -0.86778 8.43364 2.76573 -0.626
O -0.35868 9.51751 2.83751 0.129
O -2.17249 8.18503 2.65181 0.004
C -2.98899 9.35723 2.61773 -0.040
H 1.60295 6.37126 2.90357 0.069
H 1.60510 7.91918 2.05340 0.102
H 1.46253 7.87335 3.83755 0.101
H -2.73812 9.97611 1.75604 0.098
H -2.88544 9.92575 3.54110 0.098
H -4.02311 9.03446 2.52509 0.086
C -0.83403 -9.50461 -4.93140 -0.036
O -1.25882 -8.14596 -5.04430 0.011
C -0.32945 -7.32747 -5.53627 -0.601
O 0.78094 -7.64440 -5.87157 0.101
O -0.84426 -6.10166 -5.59133 0.023
C 0.05331 -5.11428 -6.10720 -0.025
H -1.66738 -10.07188 -4.52280 0.093
H -0.57990 -9.91183 -5.90989 0.100
H 0.01308 -9.58811 -4.25083 0.099
H 0.33694 -5.35200 -7.13386 0.097
H 0.93102 -5.02901 -5.47908 0.071
H -0.46972 -4.16242 -6.10435 0.094
C 8.50069 -6.62362 4.52228 -0.044
O 7.53299 -7.16188 3.62301 0.005
C 6.39068 -6.47452 3.58041 -0.625
O 6.13728 -5.48754 4.21375 0.125
O 5.57969 -7.07712 2.70970 0.006
C 4.31128 -6.44100 2.56442 -0.042
H 9.38038 -7.26145 4.47155 0.093
H 8.78312 -5.61385 4.22503 0.098
H 8.12236 -6.63004 5.54434 0.098
H 4.43034 -5.42356 2.19145 0.092
H 3.76938 -6.44114 3.51010 0.099
H 3.73923 -7.01306 1.83718 0.093
C -7.81140 -0.33996 0.88109 -0.037
O -8.34309 0.96344 0.64344 -0.001
C -9.62994 1.09403 0.96978 -0.625
O -10.33284 0.23568 1.42528 0.130
O -9.99778 2.34796 0.70023 0.004
C -11.36282 2.62995 1.00372 -0.044
H -6.76570 -0.32784 0.58008 0.075
H -7.86508 -0.59239 1.93990 0.101
H -8.33589 -1.08531 0.28322 0.103
H -11.55680 2.49517 2.06765 0.098
H -12.02705 2.00119 0.41109 0.098
H -11.54412 3.67079 0.74474 0.093
C 5.70579 -10.97213 -8.44457 -0.048
O 5.22270 -9.65732 -8.70961 0.001
C 3.94268 -9.47136 -8.37445 -0.625
O 3.21513 -10.29513 -7.89190 0.126
O 3.61881 -8.21473 -8.67046 0.007
C 2.26303 -7.87247 -8.35918 -0.039
H 6.74796 -11.00351 -8.75527 0.092
H 5.65160 -11.19518 -7.37906 0.097
H 5.14717 -11.71104 -9.01896 0.097
H 2.06741 -7.97021 -7.28958 0.064
H 1.57054 -8.49081 -8.93261 0.102
H 2.11740 -6.83204 -8.64538 0.091
C -6.16599 7.61682 5.98169 -0.040
O -7.03555 8.73309 6.16845 0.008
C -6.79680 9.75101 5.34194 -0.623
O -5.94492 9.78825 4.49703 0.118
O -7.66952 10.72011 5.61822 0.008
C -7.52688 11.88103 4.80113 -0.042
H -6.45401 6.85709 6.70476 0.094
H -6.27743 7.20511 4.97872 0.098
H -5.12989 7.90031 6.16618 0.098
H -7.69152 11.63639 3.75191 0.098
H -6.54404 12.33121 4.93958 0.098
H -8.28504 12.59435 5.11643 0.094
```

Summary:
LUMO   0.01550 hartree
Net charge   0
Orbital gap   8.40 eV
2S+1   1
SMILES   CCCN[Si@](N)(CCCCCCCCCCOC)P(C)O.COC(=O)OC.COC(=O)OC.COC(=O)OC.COC(=O)OC.COC(=O)OC.COC(=O)OC.COC(=O)OC